(A)
Here is 10 unconnected molecules or ions with the total composition C40H110N10O10 from OMol25. Energies are from the ωB97M-V functional and the def2-TZVPD basis.

Each line ends with the Mulliken charge.
Positions of all 170 atoms, in Å:
C (-5.10566, 2.59930, 3.34950)  -0.72
O (-6.23889, 2.28339, 2.55510)  -0.39
C (-7.22079, 3.29352, 2.53976)  -0.64
C (-8.23020, 3.03527, 1.44170)  0.94
C (-9.28646, 4.12895, 1.37119)  -1.57
N (-8.83535, 1.70445, 1.43111)  -0.68
H (-5.39883, 2.57546, 4.40192)  0.40
H (-4.58794, 3.50207, 3.02239)  0.40
H (-4.46254, 1.72833, 3.22304)  -0.01
H (-7.66881, 3.58153, 3.50223)  0.36
H (-6.67675, 4.21016, 2.25426)  0.29
H (-7.56705, 2.96156, 0.56776)  -0.11
H (-8.81075, 5.06447, 1.08336)  0.39
H (-9.87791, 4.24612, 2.28202)  0.35
H (-10.03974, 3.84053, 0.63534)  0.44
H (-8.14951, 0.99084, 1.62558)  0.26
H (-9.65738, 1.73281, 2.02046)  0.23
C (4.07904, -0.38149, -5.29827)  -0.49
O (3.37414, 0.36039, -4.34326)  0.17
C (3.58462, 1.74807, -4.37174)  -0.80
C (2.77700, 2.29410, -3.17102)  1.37
C (2.74612, 3.82393, -3.25067)  -1.12
N (3.25464, 1.91183, -1.85738)  -0.70
H (3.71114, -0.18329, -6.31160)  0.41
H (3.95079, -1.45550, -5.15275)  -0.19
H (5.15592, -0.20975, -5.20607)  0.36
H (4.61763, 2.09942, -4.33664)  0.42
H (3.00420, 2.20752, -5.17780)  -0.01
H (1.76663, 1.89853, -3.35215)  -0.33
H (2.16754, 4.28060, -2.45201)  0.03
H (2.10776, 4.03661, -4.11689)  0.34
H (3.75103, 4.23265, -3.31937)  0.38
H (2.66669, 2.16354, -1.07018)  0.13
H (3.18432, 0.89263, -1.82731)  0.21
C (2.40727, -7.80889, -0.44484)  -0.65
O (2.25784, -6.70797, 0.43453)  -0.37
C (3.34975, -5.79877, 0.45216)  0.18
C (2.96949, -4.50003, 1.12351)  0.26
C (1.80503, -3.80282, 0.36662)  -0.61
N (4.05040, -3.55044, 1.24327)  -0.48
H (3.31473, -8.39806, -0.31642)  0.30
H (2.30075, -7.47361, -1.48071)  0.21
H (1.53142, -8.43545, -0.28327)  0.28
H (4.31143, -6.21508, 0.77211)  0.50
H (3.55584, -5.58192, -0.60723)  -0.53
H (2.59612, -4.69645, 2.13849)  0.23
H (1.02820, -4.50464, 0.06919)  0.59
H (2.25456, -3.36941, -0.53149)  -0.17
H (1.38070, -2.99531, 0.96037)  0.14
H (3.85919, -2.58905, 1.51873)  0.19
H (4.86969, -3.89901, 1.71814)  0.21
C (2.97533, -0.46716, 1.10366)  -0.04
O (3.37039, -0.98881, 2.35747)  -0.55
C (4.56410, -0.40333, 2.85326)  -0.79
C (4.54442, -0.50578, 4.36491)  0.33
C (3.47639, 0.38797, 4.99296)  -1.15
N (5.86767, -0.21680, 4.95320)  -0.66
H (1.98283, -0.82472, 0.83293)  -1.02
H (3.63326, -0.85711, 0.31659)  0.43
H (2.95556, 0.62541, 1.08406)  0.67
H (5.45712, -0.78887, 2.34758)  0.29
H (4.62513, 0.67720, 2.64779)  0.52
H (4.29960, -1.52611, 4.67362)  0.34
H (2.53899, 0.00591, 4.58016)  0.18
H (3.60681, 1.43784, 4.72286)  0.20
H (3.47110, 0.33363, 6.07859)  0.41
H (6.31591, -1.11127, 5.09226)  0.27
H (6.40764, 0.39072, 4.35028)  0.26
C (1.21458, 2.61077, 3.07071)  -0.33
O (0.35587, 3.74458, 3.22919)  -0.37
C (0.70281, 4.79126, 2.32856)  -1.25
C (0.02577, 4.64841, 0.99289)  2.79
C (0.54175, 5.73491, 0.03079)  -1.44
N (-1.40871, 4.85639, 1.14112)  -0.45
H (0.82141, 1.87376, 3.76479)  0.16
H (2.27241, 2.82253, 3.23771)  0.43
H (1.18739, 2.18438, 2.06281)  0.00
H (0.33168, 5.70476, 2.80434)  0.48
H (1.79545, 4.82576, 2.25294)  0.36
H (0.24538, 3.65676, 0.58818)  -1.46
H (1.49238, 5.47198, -0.45277)  0.26
H (0.69943, 6.70385, 0.50038)  0.31
H (-0.05232, 5.76750, -0.88405)  0.34
H (-1.66090, 5.08336, 2.09373)  0.34
H (-1.91956, 3.99909, 0.87322)  0.23
C (1.24903, 1.75149, -7.37587)  -0.75
O (0.35357, 1.92171, -6.32538)  -0.15
C (-0.65830, 0.92201, -6.25391)  -0.77
C (-0.20845, -0.56789, -6.32165)  -0.06
C (-1.49021, -1.37376, -6.13409)  -1.59
N (0.80426, -0.99167, -5.35113)  0.53
H (1.83359, 0.83374, -7.24659)  0.15
H (2.04824, 2.49893, -7.39422)  0.29
H (0.85159, 1.80209, -8.39625)  0.32
H (-1.22041, 1.01549, -5.32634)  0.35
H (-1.32554, 1.01308, -7.11858)  0.40
H (0.31683, -0.71990, -7.26575)  0.62
H (-2.24565, -1.14265, -6.88571)  0.39
H (-1.94154, -1.04337, -5.19110)  0.34
H (-1.36414, -2.44752, -6.01260)  0.35
H (0.61854, -0.76326, -4.38091)  -0.17
H (1.68105, -0.54145, -5.58279)  -0.24
C (-4.96911, -1.85555, 6.33921)  -0.86
O (-3.82017, -1.05272, 6.42906)  -0.33
C (-2.61737, -1.79822, 6.34598)  -0.77
C (-2.42055, -2.76374, 7.51282)  0.57
C (-2.56352, -2.04611, 8.85944)  -1.35
N (-1.06996, -3.31814, 7.50798)  -0.67
H (-5.80373, -1.18068, 6.13135)  0.29
H (-5.30223, -2.42538, 7.21114)  0.30
H (-4.96758, -2.53445, 5.47909)  0.35
H (-2.55741, -2.28759, 5.36526)  0.37
H (-1.76614, -1.11364, 6.29930)  0.39
H (-3.18827, -3.54301, 7.42228)  0.26
H (-3.54668, -1.58301, 8.94642)  0.29
H (-1.84623, -1.22208, 8.79997)  0.34
H (-2.29069, -2.61523, 9.74512)  0.39
H (-0.92670, -4.01727, 8.22078)  0.22
H (-0.79511, -3.69517, 6.60960)  0.21
C (-1.79975, 0.09996, 3.08821)  -0.93
O (-1.68673, 0.37070, 1.70596)  -0.44
C (-0.85736, -0.52939, 1.03781)  -1.32
C (-0.50791, -0.03671, -0.35466)  1.10
C (0.25039, -1.01970, -1.24249)  -0.38
N (0.20473, 1.23876, -0.19386)  0.60
H (-2.47249, 0.74330, 3.65286)  0.30
H (-0.80394, 0.29597, 3.49923)  0.12
H (-2.16539, -0.92382, 3.21821)  0.45
H (0.12235, -0.72370, 1.50499)  0.54
H (-1.32849, -1.52316, 1.04770)  0.70
H (-1.42172, 0.23013, -0.90568)  0.05
H (-0.46298, -1.81994, -1.44250)  0.71
H (1.18611, -1.40019, -0.83231)  -0.52
H (0.48451, -0.48375, -2.16314)  -0.65
H (-0.27147, 1.78859, 0.52000)  0.03
H (0.03527, 1.82240, -1.01007)  -0.76
C (5.73043, -5.76566, -2.86327)  -0.72
O (4.84879, -4.70862, -3.16591)  -0.34
C (3.46622, -5.06348, -3.21941)  0.04
C (2.73770, -3.79210, -3.58752)  1.13
C (1.21376, -3.93578, -3.62347)  -0.99
N (3.25101, -3.28679, -4.82304)  -0.85
H (5.75650, -6.52362, -3.65417)  0.32
H (5.53088, -6.27147, -1.91619)  0.20
H (6.70550, -5.28080, -2.83429)  0.25
H (3.41177, -5.82231, -4.01095)  0.67
H (3.10723, -5.46125, -2.26451)  -0.55
H (3.02463, -3.11470, -2.76449)  -0.36
H (0.72268, -3.30746, -4.36777)  0.17
H (0.77618, -3.70872, -2.65160)  0.10
H (0.90937, -4.94055, -3.93045)  0.42
H (4.25444, -3.31829, -4.92203)  0.27
H (2.95618, -2.41387, -5.23216)  0.00
C (-1.16915, 3.61091, -3.90737)  -0.30
O (-2.35921, 3.25899, -3.19739)  -0.48
C (-2.20617, 3.52696, -1.80513)  0.36
C (-3.31312, 2.68974, -1.16521)  0.66
C (-4.74462, 3.28397, -1.29609)  -1.99
N (-3.07482, 2.54237, 0.29655)  -0.17
H (-0.67014, 4.49815, -3.50831)  0.36
H (-1.44556, 3.67005, -4.95620)  0.43
H (-0.40919, 2.82813, -3.79162)  -0.27
H (-1.22863, 3.23974, -1.40282)  -0.25
H (-2.32447, 4.59777, -1.61342)  0.41
H (-3.43649, 1.73650, -1.68447)  -0.01
H (-4.76986, 4.28951, -0.87454)  0.38
H (-5.44623, 2.58107, -0.84820)  0.51
H (-5.04002, 3.36508, -2.34419)  0.49
H (-2.80745, 1.59895, 0.57208)  -0.03
H (-3.97840, 2.63265, 0.75388)  0.02

Properties
**Kohn-Sham gap**: 9.0 eV
**Net charge**: 0

(B)
Here is 10 unconnected molecules or ions with the total composition C40H110N10O10 from OMol25. Energies are from the ωB97M-V functional and the def2-TZVPD basis.

Each line ends with the Mulliken charge.
Positions of all 170 atoms, in Å:
C (-3.37475, 4.49942, 1.62816)  -0.38
O (-3.52166, 5.85519, 2.04359)  -0.32
C (-4.87665, 6.27230, 1.91834)  -0.67
C (-5.17608, 7.50948, 2.76947)  0.38
C (-4.26237, 8.69532, 2.38542)  -1.36
N (-5.18725, 7.21534, 4.21210)  -0.74
H (-2.38267, 4.40780, 1.18256)  -0.18
H (-4.09262, 4.19331, 0.86595)  0.37
H (-3.41102, 3.85647, 2.50968)  0.30
H (-5.00143, 6.54964, 0.86324)  0.32
H (-5.60247, 5.50169, 2.19627)  0.40
H (-6.17518, 7.81437, 2.44710)  0.31
H (-3.22733, 8.38561, 2.23651)  0.26
H (-4.27895, 9.46709, 3.15260)  0.39
H (-4.61244, 9.10471, 1.43833)  0.35
H (-5.71340, 6.35067, 4.31055)  0.28
H (-4.22690, 6.96089, 4.43800)  0.31
C (6.38556, 3.14771, -2.36073)  -0.25
O (6.87750, 1.93575, -1.83767)  -0.42
C (5.97021, 1.17544, -1.09484)  -0.84
C (4.86490, 0.55110, -1.98632)  1.64
C (4.12321, -0.62987, -1.37112)  -0.75
N (5.45640, -0.00194, -3.25998)  -0.44
H (5.37120, 3.05056, -2.75449)  -0.09
H (7.10501, 3.54891, -3.07033)  0.31
H (6.34058, 3.92263, -1.58283)  0.30
H (6.48239, 0.30264, -0.68385)  0.41
H (5.51306, 1.72335, -0.26572)  0.27
H (4.14605, 1.31858, -2.28778)  -0.67
H (3.62187, -0.40915, -0.42095)  0.22
H (4.74459, -1.51701, -1.24745)  0.40
H (3.26998, -0.88454, -1.99776)  -0.63
H (6.41921, -0.16745, -2.98052)  0.33
H (5.41626, 0.79168, -3.89314)  0.07
C (4.77229, -4.87169, -6.22900)  -0.77
O (3.49235, -4.80903, -5.63172)  -0.38
C (3.35660, -4.11873, -4.41455)  -1.09
C (2.70018, -2.75283, -4.57587)  1.45
C (1.45925, -2.83835, -5.42668)  -1.67
N (3.56103, -1.68506, -5.07616)  -0.28
H (4.51377, -5.01678, -7.28408)  0.26
H (5.34737, -5.78459, -6.04533)  0.28
H (5.40100, -3.98661, -6.15395)  0.32
H (2.74554, -4.72338, -3.73106)  0.43
H (4.32569, -4.00558, -3.91095)  0.43
H (2.52932, -2.41446, -3.54558)  -0.33
H (0.81076, -3.67563, -5.15383)  0.41
H (1.58016, -2.95406, -6.50596)  0.32
H (0.89301, -1.90547, -5.34738)  0.37
H (4.29778, -1.41142, -4.43395)  0.19
H (3.88541, -1.78451, -6.02715)  0.23
C (-4.42334, -2.01059, 3.74430)  -0.99
O (-3.98106, -3.18893, 4.36456)  -0.05
C (-4.92775, -3.74514, 5.25711)  -1.12
C (-4.69308, -5.23670, 5.38737)  0.91
C (-5.69046, -5.98578, 6.28037)  -1.68
N (-3.34277, -5.60133, 5.87141)  -0.78
H (-4.52628, -1.19348, 4.46921)  0.32
H (-5.34507, -2.10926, 3.15962)  0.64
H (-3.64940, -1.73708, 3.02580)  -0.04
H (-4.86043, -3.20016, 6.20894)  0.30
H (-5.94238, -3.54106, 4.89283)  0.40
H (-4.77147, -5.74403, 4.41493)  0.16
H (-5.71037, -7.02538, 5.94834)  0.43
H (-6.71603, -5.64870, 6.09158)  0.39
H (-5.50021, -5.91658, 7.34874)  0.35
H (-3.33291, -6.61546, 5.80432)  0.31
H (-2.59823, -5.30362, 5.24029)  0.19
C (-3.14799, 0.02603, 7.41118)  -0.86
O (-2.66945, -0.90048, 6.45634)  -0.21
C (-1.58048, -0.41376, 5.70961)  -0.80
C (-0.69072, -1.53850, 5.18679)  0.38
C (0.71257, -1.01611, 4.84711)  -1.55
N (-1.24449, -2.23241, 4.00806)  1.07
H (-3.56823, 0.92333, 6.94144)  0.34
H (-2.36700, 0.28571, 8.12569)  0.31
H (-4.01694, -0.45291, 7.86154)  0.26
H (-1.82806, 0.34680, 4.95525)  0.14
H (-0.94107, 0.17951, 6.38675)  0.61
H (-0.58019, -2.28791, 5.97181)  0.52
H (0.84364, -0.18786, 4.14208)  0.22
H (1.20201, -1.82980, 4.30267)  0.29
H (1.25545, -0.72731, 5.74735)  0.47
H (-1.46706, -1.50956, 3.32745)  -1.04
H (-2.17064, -2.58622, 4.27674)  0.31
C (3.09558, 5.84226, -2.90748)  -0.92
O (2.85350, 4.52428, -2.47011)  0.21
C (1.67365, 4.34046, -1.71621)  -0.46
C (1.97324, 4.51753, -0.20975)  0.40
C (3.05645, 3.63899, 0.35752)  -1.19
N (0.72446, 4.24501, 0.53917)  -0.43
H (2.30766, 6.23978, -3.56214)  0.29
H (4.00014, 5.73830, -3.50604)  0.23
H (3.17466, 6.56726, -2.09165)  0.32
H (0.92450, 5.08159, -2.01735)  0.57
H (1.24976, 3.35169, -1.90964)  -0.36
H (2.20489, 5.58856, -0.12820)  0.35
H (2.79766, 2.59647, 0.15685)  0.14
H (3.19646, 3.76630, 1.42972)  0.49
H (3.99499, 3.82980, -0.16761)  0.14
H (0.04194, 4.97345, 0.34489)  0.22
H (0.94896, 4.36065, 1.52333)  0.23
C (2.73459, -3.57312, 1.95218)  -0.47
O (1.86641, -4.53875, 2.48306)  -0.46
C (0.56419, -4.44682, 1.92450)  0.14
C (-0.46832, -5.37171, 2.60678)  -0.02
C (-1.84539, -5.01825, 2.06836)  -0.60
N (-0.49344, -5.16490, 4.08264)  -0.67
H (3.59623, -3.49360, 2.61527)  0.40
H (2.31444, -2.55961, 2.06135)  -0.04
H (2.96393, -3.73075, 0.89703)  0.30
H (0.24908, -3.40662, 1.81287)  -0.39
H (0.64749, -4.91275, 0.92853)  0.51
H (-0.11831, -6.36146, 2.31492)  0.48
H (-1.98920, -3.96192, 1.85100)  -0.40
H (-2.56923, -5.40154, 2.78515)  0.19
H (-2.00893, -5.56755, 1.13379)  0.49
H (0.47218, -5.36515, 4.35999)  0.40
H (-0.49015, -4.14349, 4.19922)  -0.04
C (0.87097, 0.26395, -2.73025)  -0.42
O (0.89909, 0.17607, -1.31208)  0.11
C (-0.31040, 0.50906, -0.65148)  -1.31
C (-0.19096, 0.06503, 0.79971)  2.08
C (-1.42072, 0.59828, 1.53366)  -0.86
N (0.93260, 0.82970, 1.43643)  -0.56
H (0.18832, -0.51260, -3.09395)  0.11
H (1.88508, 0.22422, -3.11577)  0.07
H (0.40269, 1.23071, -2.95153)  0.24
H (-0.61415, 1.54913, -0.78741)  0.28
H (-1.07762, -0.15347, -1.08325)  0.43
H (-0.00934, -0.99088, 0.97982)  -0.81
H (-1.66044, 1.64749, 1.38601)  0.30
H (-1.33003, 0.32895, 2.58491)  -0.39
H (-2.28677, 0.00684, 1.19174)  0.07
H (1.74431, 0.21923, 1.42760)  0.38
H (1.15668, 1.65777, 0.90018)  -0.12
C (0.52491, 2.73959, -5.48759)  -0.66
O (1.71485, 2.35752, -6.12766)  -0.40
C (2.75018, 3.15880, -5.58026)  -0.28
C (4.15305, 2.93651, -6.13615)  0.62
C (4.32470, 3.53475, -7.54885)  -1.71
N (4.46833, 1.47957, -6.25536)  -0.61
H (-0.35983, 2.21644, -5.85589)  0.34
H (0.31057, 3.79842, -5.67316)  0.37
H (0.42316, 2.60219, -4.40746)  0.11
H (2.56295, 4.23430, -5.64795)  0.48
H (2.88484, 2.88700, -4.52505)  0.03
H (4.93458, 3.32675, -5.48247)  0.05
H (3.77418, 3.01411, -8.33344)  0.38
H (5.37697, 3.36243, -7.80822)  0.44
H (4.20562, 4.61223, -7.67551)  0.37
H (4.37437, 1.21545, -7.23307)  0.35
H (3.61220, 1.05194, -5.89044)  0.10
C (-5.19606, -0.68604, 0.45562)  -0.96
O (-4.30751, -1.74507, 0.23416)  0.07
C (-4.27524, -2.27528, -1.06592)  -1.26
C (-3.39120, -3.49927, -1.10895)  0.75
C (-1.87447, -3.12766, -1.10064)  -0.65
N (-3.66655, -4.20839, -2.35955)  -0.79
H (-4.79010, 0.22653, -0.00532)  0.34
H (-5.19853, -0.43792, 1.51506)  0.22
H (-6.18682, -0.89879, 0.04248)  0.34
H (-5.34377, -2.44725, -1.31923)  0.44
H (-4.17882, -1.57046, -1.91633)  0.46
H (-3.61636, -4.10610, -0.23168)  0.17
H (-1.70815, -2.42314, -1.91470)  0.37
H (-1.25878, -4.01969, -1.20177)  0.50
H (-1.61513, -2.68837, -0.13119)  -0.47
H (-3.01729, -4.95712, -2.54397)  0.29
H (-3.62069, -3.53255, -3.11252)  0.27

Properties
**Kohn-Sham gap**: 8.6 eV
**Net charge**: 0

Result of the stability comparison: (B) is the most stable of them.